Computed, not measured: a structure of composition C6H13LuO3 at a distorted geometry, with the ωB97M-V functional and the def2-TZVPD basis.

Atoms and positions in Å:
C (2.212, 1.111, -1.054)
O (0.910, 1.540, -1.406)
C (0.209, 0.711, -2.310)
C (-0.321, -0.550, -1.664)
O (-0.769, -0.238, -0.358)
C (-1.517, -1.211, 0.352)
C (-1.224, -1.160, 1.837)
O (0.030, -0.683, 2.226)
C (0.078, 0.692, 2.722)
Lu (-0.047, 1.644, 0.755)
H (2.829, 1.001, -1.958)
H (2.620, 1.866, -0.373)
H (0.892, 0.445, -3.134)
H (-0.653, 1.314, -2.641)
H (0.475, -1.303, -1.574)
H (-1.148, -0.970, -2.256)
H (-1.239, -2.208, -0.025)
H (-2.588, -1.059, 0.151)
H (-1.233, -2.202, 2.189)
H (-2.029, -0.563, 2.303)
H (-0.712, 0.866, 3.477)
H (1.057, 0.787, 3.224)
H (2.169, 0.171, -0.483)

Max |F| ... 1.6 eV/A
2S+1 ... 2
ΔE to the lowest compared entry with this formula, charge and spin ... 0.292 eV
LUMO energy (spin up / spin down) ... -3.10 / -4.23 eV
Net charge ... +1

Results of the natural (NBO) charge analysis, in e, for atoms 1 through 8: -0.29, -0.61, -0.10, -0.10, -0.65, -0.10, -0.11, -0.56